Entry 1:
Entry from the Open Molecules 2025 dataset: a cluster of 12 separate species, C4H33N3O11 in total in a non-equilibrium geometry (ωB97M-V/def2-TZVPD).

LUMO level: -0.1 eV
energy above the lowest of the compared OMol25 structures with the same formula, charge and spin: 0.00 kcal/mol

```
51
Properties=species:S:1:pos:R:3:forces:R:3
H 0.47996 2.09976 1.75132 -0.889 -0.538 0.264
N 0.12276 2.61990 0.96463 0.983 0.340 -0.453
C -0.88707 2.31028 0.25584 -0.460 0.323 0.735
N -1.89153 1.41755 0.47993 0.591 0.109 -0.767
C -2.81746 1.05146 -0.59355 -2.214 1.855 1.642
C -2.73048 -0.37389 -1.08446 -0.715 0.103 -0.641
C -1.72324 -0.42360 -2.24344 -1.164 0.442 -0.584
N -0.35694 -0.24532 -1.82571 0.849 -0.863 0.459
H -1.05383 2.96361 -0.61473 -0.046 -0.475 0.039
H -1.90930 0.94231 1.36406 -0.161 -0.292 0.065
H -2.80589 1.91195 -1.26780 0.947 -0.672 -0.967
H -3.83683 1.33350 -0.25173 0.158 -0.979 0.489
H -2.61253 -0.97466 -0.17291 1.228 -0.094 -0.237
H -3.68422 -0.84992 -1.37986 -0.029 1.003 -0.415
H -1.95778 -1.26199 -2.91169 0.899 -0.679 0.595
H -1.96574 0.36765 -2.99045 0.008 0.081 0.869
H -0.10811 0.69226 -1.53234 -0.430 0.322 -0.587
H -0.23538 -0.75889 -0.95547 0.212 -0.345 -0.253
O -2.67852 -1.06147 2.54087 0.132 0.097 -0.097
H -2.97733 -1.25577 3.43548 -0.237 -0.007 -0.076
H -1.73501 -0.89599 2.69123 0.066 -0.142 0.089
O 2.06820 0.52609 -3.69262 0.448 -0.306 -0.290
H 1.32399 -0.07386 -3.81625 -0.008 -0.088 0.197
H 2.75444 -0.02025 -3.24902 -0.454 -0.166 -0.290
O 0.19689 -3.30319 1.65261 0.509 -0.052 -0.139
H -0.04537 -2.74783 2.40963 -0.291 0.060 -0.079
H -0.58471 -3.51006 1.13019 -0.215 0.066 0.138
O -0.08630 -1.16344 3.58183 1.403 0.099 0.571
H 0.83229 -0.89101 3.29404 -0.304 0.040 -1.050
H 0.24681 -1.32724 4.47584 -1.035 -0.324 0.448
O 2.41402 -0.64379 2.82997 -0.480 -0.279 1.111
H 2.43199 0.31228 2.84058 0.417 0.148 -0.702
H 2.53719 -1.08196 1.95974 0.177 0.611 -0.345
O 1.03684 4.90144 -0.44110 -0.085 -0.320 0.180
H 0.70255 4.12371 -0.90862 0.236 0.200 -0.356
H 1.09214 4.47175 0.42844 -0.007 0.324 -0.009
O 3.45437 -0.98333 -1.85256 -0.222 0.584 0.098
H 2.96479 -1.55854 -1.25225 0.153 -0.252 -0.022
H 3.20364 -0.09699 -1.49643 0.368 -0.385 0.274
O 1.36964 2.46676 -2.16620 -0.826 0.673 -0.129
H 1.59254 1.59706 -2.59403 -0.006 0.684 -0.512
H 1.39921 3.15429 -2.83544 -0.013 -0.188 -0.304
O 2.71223 -2.29198 0.81077 -0.220 0.148 -0.057
H 3.37800 -2.75564 1.32922 -0.030 -0.236 -0.152
H 1.84794 -2.71209 0.99847 0.052 -0.264 0.044
O 2.72455 1.35550 -0.55780 0.469 -1.091 1.268
H 1.78852 1.47434 -0.31992 0.542 0.428 -0.197
H 2.97686 2.15517 -1.02337 -0.388 0.246 -0.008
O -3.02395 -3.80864 0.66894 0.138 -0.412 -2.521
H -2.93230 -2.85771 0.68016 -0.093 0.048 1.282
H -3.01254 -4.31959 1.45597 0.034 0.415 1.383
```
Forces are in eV/Å.

Entry 2:
Entry from the Open Molecules 2025 dataset: a structure of composition C14H31CuO7 in a non-equilibrium geometry (ωB97M-V/def2-TZVPD).

LUMO level: 4.5 eV
energy above the lowest of the compared OMol25 structures with the same formula, charge and spin: 0.00 kcal/mol
net charge: -2

```
53
Properties=species:S:1:pos:R:3:forces:R:3
Cu -0.52300 -0.92578 0.46144 1.990 -1.461 -0.308
C 1.74443 1.74683 2.63416 -0.079 0.539 0.156
C 1.51751 0.33072 3.07204 -0.909 -1.918 -0.069
O 1.10243 -0.61095 2.18183 -0.590 0.583 -1.475
H 2.54209 1.85838 1.89972 -0.204 -0.042 -0.269
H 2.02008 2.33798 3.50746 0.172 0.237 0.292
H 0.78574 2.14001 2.29591 0.119 0.189 -0.543
H 0.76936 0.32855 3.86473 -0.567 0.737 1.024
H 2.39145 -0.05785 3.59485 1.013 0.082 0.271
C -2.19680 -0.69013 -3.55015 0.859 -1.061 -0.328
C -1.32682 -0.38468 -2.33548 0.365 -1.400 1.383
O -0.46711 -1.44704 -1.84813 -1.734 2.673 -0.405
H -2.72486 0.15640 -3.98907 -0.321 0.256 0.350
H -2.84698 -1.53530 -3.32419 -0.278 0.050 -0.129
H -1.50549 -1.02001 -4.32564 0.060 -0.270 -0.291
H -2.00938 -0.10874 -1.53170 -0.566 0.255 0.341
H -0.87622 0.57791 -2.57733 1.031 0.464 -0.071
C -1.76461 -4.09297 1.85007 0.808 0.294 -0.493
C -0.57994 -4.37957 0.83757 1.039 1.855 -0.410
O 0.42093 -3.40584 0.66673 -1.864 -0.960 1.295
H -2.63040 -4.72263 1.64506 -0.279 -0.106 -0.196
H -2.03402 -3.03785 1.80269 -0.200 0.163 -0.238
H -1.48924 -4.26658 2.89032 0.350 -0.099 0.127
H -0.95753 -4.59021 -0.16301 -1.079 -0.057 -0.464
H -0.23477 -5.36834 1.13971 0.746 -0.735 0.535
O 2.70694 -2.35573 -2.46497 0.299 0.647 0.044
C 3.52946 -1.58672 -2.86663 -0.723 0.853 0.003
O 3.47151 -0.19433 -2.77293 2.030 -1.718 -1.568
C 2.36796 0.39791 -2.15996 -1.017 -0.361 1.758
C 2.56767 0.36050 -0.62064 -1.534 0.363 -1.009
C 4.73334 -2.07501 -3.65582 -0.392 0.359 0.327
H 1.46860 -0.09116 -2.53421 -0.281 -0.472 0.726
H 2.24562 1.43151 -2.48370 0.692 0.174 -0.220
H 1.64406 0.77852 -0.22027 0.001 0.136 0.338
H 3.38481 1.01674 -0.32111 0.216 -0.173 0.002
H 2.59577 -0.63253 -0.17206 0.267 -0.042 -0.242
H 5.33177 -1.24812 -4.03821 0.079 -0.223 -0.018
H 4.29829 -2.68651 -4.44633 0.227 0.106 -0.180
H 5.29418 -2.74917 -3.00846 0.166 0.153 -0.047
O -1.19014 1.94192 0.08983 -2.644 4.039 1.528
C -1.81007 2.98533 0.42649 2.195 -2.868 -0.485
O -2.04394 3.40244 1.73206 1.054 -0.031 -2.413
C -1.98536 2.41070 2.70755 -1.449 -0.655 2.110
C -3.46002 2.24761 3.08768 0.019 -0.472 -0.344
C -2.37763 4.05680 -0.48374 1.119 -0.935 0.376
H -1.51229 2.76790 3.62227 0.715 0.225 -0.403
H -1.54512 1.46387 2.39480 0.208 0.215 -0.235
H -3.94434 1.88286 2.18187 -0.377 -0.391 0.215
H -3.92934 3.20712 3.30484 0.234 0.149 0.157
H -3.60461 1.58216 3.93877 -0.070 -0.172 -0.163
H -1.81183 4.93452 -0.17135 -0.565 0.435 -0.058
H -3.44154 4.08229 -0.24808 0.071 0.495 -0.379
H -2.11045 3.83627 -1.51722 -0.422 -0.100 0.093
```
Forces are in eV/Å.

Entry 3:
Entry from the Open Molecules 2025 dataset: the ion C10H16N3O5 with charge -1 in a non-equilibrium geometry (ωB97M-V/def2-TZVPD).

LUMO level: 3.0 eV
energy above the lowest of the compared OMol25 structures with the same formula, charge and spin: 18.80 kcal/mol
net charge: -1

```
34
Properties=species:S:1:pos:R:3:forces:R:3
C -2.68971 0.55829 0.23612 -0.974 -2.692 -1.720
N -2.76269 -0.92633 0.29676 0.635 3.513 0.826
C -1.96826 -1.80586 0.87864 1.192 -1.228 1.091
O -2.19958 -3.00224 0.73943 0.506 0.103 0.306
C -0.84015 -1.27273 1.84313 0.695 0.008 -0.857
N 0.12780 -0.28259 1.29549 0.130 -0.215 -0.112
C 1.20386 -0.45081 0.46848 0.060 -3.761 -1.717
O 1.52748 -1.52470 -0.15997 -1.345 2.844 2.168
C 2.05720 0.78554 0.25733 -0.436 0.921 -0.405
C 2.88615 1.18947 1.45677 -1.290 1.085 0.522
C 2.60293 2.65488 1.82963 -0.106 -0.395 -0.076
C 1.22564 3.04942 2.49455 0.359 3.181 2.892
O 1.05987 4.13388 3.15720 2.401 -0.315 -1.705
O 0.28665 2.26971 2.54448 -1.437 -3.896 -1.713
N 2.93802 0.65866 -0.87244 2.036 -1.534 1.936
C 2.66343 1.02849 -2.11064 -1.395 0.692 -0.341
C 3.63303 0.51111 -3.13369 0.005 2.773 -0.294
O 1.66050 1.70696 -2.32366 0.405 -0.250 -0.893
H -2.93610 0.76719 -0.78127 -0.318 0.420 -0.837
H -1.74246 0.90854 0.32871 2.786 0.934 0.797
H -3.37417 1.07282 0.82170 -1.203 0.641 1.551
H -3.41314 -1.26800 -0.32585 -1.427 -1.355 -1.234
H -0.27036 -2.09046 2.28914 -0.330 -0.381 -0.523
H -1.35145 -0.81972 2.69352 0.034 0.419 -0.158
H 0.14094 0.61924 1.78579 -0.059 0.551 0.112
H 1.39399 1.63353 0.02864 -0.009 -0.399 0.048
H 2.67524 0.58663 2.31474 0.037 -0.650 0.538
H 3.94308 1.20522 1.24043 0.386 -0.596 -0.190
H 2.80271 3.18125 0.90741 -0.325 0.715 -0.281
H 3.47655 2.83668 2.42228 0.018 1.098 1.074
H 3.81430 0.14932 -0.63857 -1.196 0.439 -0.726
H 4.62627 0.90798 -2.92023 0.025 0.327 -0.239
H 3.30287 0.75046 -4.13868 0.092 0.090 -0.005
H 3.72989 -0.49198 -3.00011 0.048 -3.090 0.165
```
Forces are in eV/Å.

Entry 4:
Entry from the Open Molecules 2025 dataset: a structure of composition C15H17Br27F4O5S2 (ωB97M-V/def2-TZVPD).

LUMO level: -0.3 eV

```
70
Properties=species:S:1:pos:R:3:forces:R:3
C -0.78303 1.49807 6.23355 -0.775 0.338 0.509
C -1.88093 2.44264 5.77558 0.660 -0.040 -0.012
C -2.51651 2.04010 4.47494 -0.421 -0.062 0.324
F -1.54772 1.71108 3.54633 0.161 -0.052 -0.315
C -3.47669 0.84712 4.50335 0.212 0.404 -0.542
O -4.10431 0.68422 3.28713 -0.222 -0.074 -0.085
O -2.74635 -0.27637 4.86691 -0.031 -0.044 0.371
C -3.41631 -1.49080 4.93291 0.095 -0.218 -0.532
O -3.89216 -1.87925 5.92992 -0.208 -0.243 0.862
S -3.47523 -2.39746 3.37957 -0.251 0.109 -0.390
S -4.89699 1.12433 5.68376 -0.171 -0.431 0.222
O -5.99993 0.33532 5.25787 -0.320 -0.209 -0.349
O -4.40502 1.01585 7.01380 0.302 0.415 0.403
C -5.48004 2.87830 5.39258 -0.027 -0.279 -0.091
F -4.56840 3.79004 5.72300 -0.147 0.028 0.031
F -6.55815 3.02962 6.15290 0.181 0.114 -0.197
F -5.79460 3.01615 4.10677 -0.022 0.171 0.239
H -0.11033 1.25707 5.44054 0.445 -0.048 -0.342
H -0.26091 1.95828 7.05752 0.406 0.151 0.193
H -1.24251 0.60631 6.62552 0.052 -0.516 0.041
H -1.46897 3.43334 5.64086 0.111 0.367 -0.160
H -2.61540 2.52339 6.55685 -0.395 0.066 0.195
H -3.09090 2.85607 4.05845 -0.106 0.300 -0.214
H -3.43792 0.39208 2.65009 0.129 0.024 -0.192
H -2.39308 -3.14193 3.61983 0.122 -0.059 0.235
C 2.61947 -1.50870 5.83298 0.050 0.007 -0.024
Br 3.93106 -0.64818 4.72493 0.014 0.010 -0.015
Br 2.73224 -0.93012 7.66045 -0.002 0.017 0.012
Br 0.84808 -1.25156 5.13248 -0.041 -0.265 -0.108
H 2.82648 -2.56680 5.81576 0.010 -0.073 0.003
C -1.03255 -6.20125 2.92210 -0.106 0.012 -0.070
Br -0.23053 -4.57549 3.57499 0.237 0.055 0.107
Br -2.49739 -6.74377 4.03393 -0.022 0.000 0.017
Br -1.55689 -6.01483 1.08530 -0.010 0.024 -0.037
H -0.27640 -6.96861 2.97262 0.057 -0.042 0.005
C -0.20809 -1.51073 1.02501 0.023 -0.127 0.174
Br 0.90955 -2.57988 -0.11499 -0.006 0.035 -0.039
Br 0.58883 0.17545 1.45569 0.131 0.164 -0.111
Br -1.97482 -1.29262 0.30945 -0.004 0.030 -0.244
H -0.31142 -2.04706 1.95779 -0.019 -0.065 0.026
C 3.06983 1.40186 -1.87968 -0.067 -0.048 -0.020
Br 3.77992 2.60914 -0.56532 0.032 0.004 0.004
Br 2.34922 2.32951 -3.39558 0.061 0.116 -0.061
Br 4.36025 0.08281 -2.41496 0.131 0.012 0.015
H 2.25456 0.87250 -1.41436 -0.139 -0.068 0.093
C -2.04304 -0.17936 -3.74716 -0.005 -0.072 0.051
Br -2.73817 1.11845 -2.51098 -0.008 0.107 -0.062
Br -2.40923 0.29610 -5.57393 -0.014 0.035 -0.032
Br -0.17285 -0.50419 -3.48400 0.065 0.083 0.204
H -2.55803 -1.10705 -3.55031 -0.035 -0.052 0.009
C 1.86590 -3.77386 -5.55705 -0.011 0.095 0.127
Br 1.57600 -5.34992 -4.49478 0.003 -0.031 0.016
Br 0.20986 -2.97484 -6.10163 -0.080 -0.117 -0.224
Br 2.96603 -2.49277 -4.62998 0.017 0.018 0.018
H 2.39420 -4.07605 -6.44709 0.037 -0.021 -0.056
C 7.67229 0.92496 -5.05223 -0.106 0.057 0.025
Br 8.18009 2.17434 -3.68351 0.008 0.014 0.025
Br 7.51621 -0.85913 -4.35424 0.030 -0.116 0.020
Br 6.05728 1.46252 -5.93782 -0.065 0.072 0.088
H 8.46060 0.91395 -5.78860 0.043 -0.008 -0.049
C -2.14178 3.03949 -8.86825 0.024 -0.003 -0.002
Br -3.03151 1.33547 -8.89799 -0.048 -0.042 -0.060
Br -0.31158 2.88383 -9.42884 0.035 -0.008 -0.002
Br -3.09456 4.34811 -9.90107 -0.011 0.016 -0.016
H -2.13632 3.37776 -7.84379 -0.003 0.015 0.066
C 6.38451 1.68345 -10.27282 -0.007 0.000 0.065
Br 6.08379 0.01370 -9.37263 0.003 -0.087 -0.087
Br 4.75745 2.69007 -10.44753 -0.025 0.027 0.005
Br 7.76284 2.71437 -9.41494 0.029 0.015 0.008
H 6.73103 1.45541 -11.26790 0.015 -0.011 -0.069
```
Forces are in eV/Å.

So what do the calculations give for HOMO? Going down the list: -9.2, 0.7, -4.4, -9.8 eV.
So what do the calculations give for E? Going down the list: -31676.365, -73986.876, -25339.510, -1949751.310 eV.
So what do the calculations give for frontier orbital gap? Going down the list: 9.1, 3.8, 7.5, 9.5 eV.